# 1
Computed, not measured: a 2-piece molecular cluster, C5H10F7N5O2P overall, with wB97M-V/def2-TZVPD.

```
! RIJCOSX wB97M-V def2-TZVPD def2/J DEFGRID3
* xyz 1 1
N -0.96 -1.64 1.39
P -0.61 -0.14 1.34
N -0.42 0.45 -0.32
C -1.03 -0.29 -1.31
N -2.17 -0.96 -1.14
N -0.44 -0.30 -2.50
C 0.81 0.36 -2.83
F 1.12 -0.09 -4.05
F 1.80 0.03 -2.01
C 0.69 1.93 -2.95
F 1.57 2.31 -3.88
F 1.01 2.54 -1.80
C -0.71 2.39 -3.44
F -1.15 1.63 -4.43
F -0.60 3.65 -3.87
F -1.58 2.39 -2.41
H -0.23 -2.14 1.89
H 0.61 0.18 1.95
H -1.58 0.72 1.89
H -0.70 1.43 -0.43
H -2.53 -1.43 -1.96
H -2.88 -0.49 -0.61
H -0.88 -0.80 -3.26
C 1.85 -1.34 5.44
N 1.18 -2.10 4.35
O 1.39 -1.76 3.20
O 0.46 -3.01 4.67
H 2.45 -0.56 5.00
H 1.07 -0.92 6.07
H 2.46 -2.04 6.00
*
```

Frontier orbital gap: 8.842 eV
DFT total energy: -1660.858461 hartree

# 2
Computed, not measured: a 2-piece molecular cluster, C4H10N2 overall, with wB97M-V/def2-TZVPD.

```
! RIJCOSX wB97M-V def2-TZVPD def2/J DEFGRID3
* xyz 2 1
C 2.42 -1.38 -0.08
C -0.96 -0.15 -0.34
C -3.25 -0.25 0.41
C 3.17 1.00 0.09
N -2.18 0.20 -0.42
N 2.68 -0.26 -0.01
H 2.21 -2.42 -0.13
H -0.24 0.25 -1.04
H -0.65 -0.86 0.41
H -2.93 -1.00 1.13
H -4.06 -0.65 -0.21
H -3.68 0.61 0.95
H 4.26 0.96 0.23
H 2.74 1.51 0.96
H 2.96 1.57 -0.82
H -2.48 0.86 -1.14
*
```

Frontier orbital gap: 12.096 eV
DFT total energy: -267.197732 hartree
Energy above the lowest of the compared OMol25 structures with the same formula, charge and spin: 0.000 eV

# 3
Computed, not measured: one molecule with the formula C5H10FNO, with wB97M-V/def2-TZVPD.

```
! RIJCOSX wB97M-V def2-TZVPD def2/J DEFGRID3
* xyz 0 1
C -0.03 -1.75 1.73
O 0.29 -1.47 0.40
C 0.57 -0.11 0.22
C -0.66 0.68 -0.22
N -0.42 2.12 -0.01
C -0.41 0.19 -1.66
C 1.09 0.05 -1.21
F 1.78 -1.01 -1.80
H -0.92 -1.19 2.13
H -0.24 -2.82 1.81
H 0.86 -1.44 2.35
H 1.20 0.27 1.03
H -1.56 0.33 0.28
H -0.59 2.37 1.01
H -1.17 2.67 -0.41
H -0.60 0.91 -2.50
H -0.90 -0.76 -1.85
H 1.72 0.98 -1.31
*
```

SMILES string: CO[C@@H]1[C@@H](N)C[C@@H]1F
Frontier orbital gap: 10.439 eV
DFT total energy: -426.314688 hartree
Energy above the lowest of the compared OMol25 structures with the same formula, charge and spin: 1.242 eV

# 4
Computed, not measured: an isolated ion of composition C11H15N2 and charge +1, with wB97M-V/def2-TZVPD.

```
! RIJCOSX wB97M-V def2-TZVPD def2/J DEFGRID3
* xyz 1 3
C -3.11 -0.89 1.28
C -2.47 -2.09 1.09
C -2.40 0.26 0.91
C -1.16 -2.17 0.69
C -0.51 1.38 -0.40
C 0.94 -1.05 -0.13
C -1.17 0.20 0.29
C -0.46 -1.05 0.31
C 1.02 1.27 -0.49
C 3.13 0.09 0.39
C 1.66 0.18 0.37
N 1.65 2.05 -1.30
N -1.01 1.36 -1.71
H -4.13 -0.72 1.63
H -2.86 -3.12 1.30
H -3.13 1.11 1.11
H -0.69 -3.20 0.45
H -0.68 2.29 0.15
H 1.31 -2.04 0.31
H 3.41 -0.97 0.63
H 3.75 0.79 0.91
H 3.52 0.34 -0.66
H 1.09 0.41 1.30
H 1.17 -1.01 -1.21
H 1.20 2.76 -1.88
H 2.63 1.90 -1.43
H -2.00 1.36 -1.76
H -0.70 0.56 -2.16
*
```

Expectation value of S²: 2.021
Frontier orbital gap (alpha / beta): 5.365 / 5.622 eV
DFT total energy: -537.251980 hartree
Energy above the lowest of the compared OMol25 structures with the same formula, charge and spin: 1.010 eV

no.,maximum force (hartree/bohr)
1,0.02878
2,0.07957
3,0.03881
4,0.09790